{"formula": "C54H141N11O16", "method": "ωB97M-V with the def2-TZVPD basis set", "orbital_gap_ha": 0.32162, "de_lowest_kj_mol": 205.8, "e_tot_ev": -107422.7621, "elements": ["C", "O", "C", "C", "N", "C", "C", "O", "C", "H", "H", "H", "H", "H", "H", "H", "H", "H", "H", "H", "H", "H", "H", "H", "C", "O", "C", "C", "N", "C", "C", "O", "C", "H", "H", "H", "H", "H", "H", "H", "H", "H", "H", "H", "H", "H", "H", "H", "C", "O", "C", "C", "N", "C", "C", "O", "C", "H", "H", "H", "H", "H", "H", "H", "H", "H", "H", "H", "H", "H", "H", "H", "C", "O", "C", "C", "N", "C", "C", "O", "C", "H", "H", "H", "H", "H", "H", "H", "H", "H", "H", "H", "H", "H", "H", "H", "C", "O", "C", "C", "N", "C", "C", "O", "C", "H", "H", "H", "H", "H", "H", "H", "H", "H", "H", "H", "H", "H", "H", "H", "C", "C", "C", "O", "C", "N", "H", "H", "H", "H", "H", "H", "H", "H", "H", "H", "H", "C", "C", "C", "O", "C", "N", "H", "H", "H", "H", "H", "H", "H", "H", "H", "H", "H", "C", "C", "C", "O", "C", "N", "H", "H", "H", "H", "H", "H", "H", "H", "H", "H", "H", "C", "C", "C", "O", "C", "N", "H", "H", "H", "H", "H", "H", "H", "H", "H", "H", "H", "C", "C", "C", "O", "C", "N", "H", "H", "H", "H", "H", "H", "H", "H", "H", "H", "H", "C", "C", "C", "O", "C", "N", "H", "H", "H", "H", "H", "H", "H", "H", "H", "H", "H"], "coordinates": [[-1.704, -0.618, -7.167], [-1.076, -0.517, -5.882], [0.412, -0.320, -5.961], [1.017, -1.095, -4.751], [0.406, -2.411, -4.695], [0.496, -3.010, -3.294], [-0.081, -4.419, -3.354], [-1.472, -4.265, -3.447], [-2.222, -5.375, -3.116], [-2.795, -0.581, -7.077], [-1.434, -1.558, -7.718], [-1.397, 0.206, -7.811], [0.696, 0.697, -5.997], [0.686, -0.777, -6.941], [1.008, -0.551, -3.837], [2.080, -1.236, -4.946], [-0.623, -2.329, -4.844], [0.023, -2.419, -2.523], [1.583, -3.082, -3.083], [0.183, -4.874, -2.389], [0.409, -4.903, -4.264], [-2.048, -6.158, -3.895], [-3.233, -5.063, -3.121], [-2.068, -5.740, -2.125], [6.761, -2.512, 0.101], [6.520, -2.062, 1.349], [6.071, -3.134, 2.189], [4.576, -3.295, 2.173], [4.163, -3.972, 3.374], [2.652, -3.966, 3.420], [2.139, -4.968, 4.521], [0.727, -5.081, 4.429], [0.152, -5.959, 5.328], [7.044, -1.557, -0.438], [5.867, -2.922, -0.476], [7.575, -3.263, -0.013], [6.428, -2.935, 3.184], [6.550, -4.094, 1.852], [4.246, -3.886, 1.299], [4.160, -2.273, 2.123], [4.417, -3.372, 4.192], [2.262, -4.133, 2.421], [2.291, -2.985, 3.700], [2.478, -4.691, 5.557], [2.552, -5.935, 4.166], [0.864, -6.344, 6.055], [-0.213, -6.770, 4.722], [-0.727, -5.468, 5.761], [3.022, 1.182, 2.090], [2.136, 0.266, 1.480], [2.642, -0.251, 0.273], [1.633, -1.197, -0.450], [0.278, -0.717, -0.583], [0.043, 0.590, -1.116], [-1.319, 1.110, -0.686], [-1.400, 1.169, 0.749], [-2.486, 2.016, 1.067], [2.973, 2.148, 1.563], [4.075, 0.844, 2.012], [2.700, 1.368, 3.137], [3.632, -0.707, 0.469], [2.832, 0.688, -0.388], [1.627, -2.099, 0.208], [1.987, -1.391, -1.449], [-0.110, -0.851, 0.379], [0.056, 0.552, -2.225], [0.769, 1.289, -0.823], [-2.134, 0.475, -1.028], [-1.462, 2.080, -1.112], [-2.415, 2.922, 0.479], [-2.397, 2.263, 2.101], [-3.459, 1.570, 1.050], [-5.812, 6.243, -0.760], [-5.817, 4.883, -0.985], [-4.521, 4.267, -1.120], [-4.668, 2.895, -1.794], [-5.421, 1.994, -0.964], [-5.798, 0.644, -1.563], [-4.681, -0.351, -1.809], [-3.648, 0.216, -2.698], [-2.779, -0.746, -3.165], [-6.818, 6.531, -0.426], [-5.576, 6.804, -1.666], [-5.003, 6.517, -0.031], [-4.122, 4.271, -0.078], [-3.818, 4.885, -1.695], [-3.631, 2.525, -1.940], [-5.044, 3.020, -2.850], [-6.259, 2.374, -0.573], [-6.380, 0.779, -2.481], [-6.445, 0.112, -0.784], [-5.089, -1.370, -2.211], [-4.219, -0.593, -0.839], [-3.007, -0.912, -4.265], [-2.860, -1.733, -2.652], [-1.736, -0.375, -3.131], [3.219, 3.542, -2.347], [3.187, 3.582, -3.754], [1.994, 2.978, -4.250], [0.815, 3.903, -4.039], [-0.353, 3.396, -4.664], [-1.357, 2.934, -3.767], [-2.545, 2.605, -4.590], [-3.005, 3.796, -5.178], [-4.038, 3.476, -6.072], [3.105, 2.456, -2.078], [2.350, 4.074, -1.988], [4.177, 3.878, -1.928], [1.847, 1.971, -3.647], [2.067, 2.672, -5.277], [1.051, 4.873, -4.491], [0.765, 4.237, -3.031], [-0.754, 4.151, -5.241], [-1.677, 3.721, -3.036], [-1.026, 2.055, -3.287], [-3.332, 2.157, -3.991], [-2.225, 1.804, -5.242], [-3.687, 2.843, -6.900], [-4.405, 4.401, -6.556], [-4.917, 3.080, -5.617], [6.083, 1.168, -1.477], [6.531, 0.830, -2.921], [5.331, 0.905, -3.908], [4.277, 0.146, -3.467], [4.422, -1.279, -3.536], [7.670, 1.642, -3.240], [6.877, 1.150, -0.739], [5.170, 0.570, -1.121], [5.707, 2.179, -1.462], [6.815, -0.213, -3.053], [5.661, 0.581, -4.921], [5.011, 1.942, -3.917], [4.867, -1.547, -4.559], [3.435, -1.669, -3.483], [5.122, -1.637, -2.736], [7.404, 2.584, -3.470], [8.218, 1.281, -4.018], [-0.673, -1.980, 4.997], [-1.105, -0.765, 4.169], [-0.715, 0.523, 4.875], [-1.116, 1.696, 4.109], [-0.440, 2.870, 4.533], [-0.541, -0.972, 2.839], [-0.678, -2.988, 4.532], [-1.333, -2.005, 5.912], [0.259, -1.901, 5.464], [-2.215, -0.809, 4.005], [0.430, 0.568, 4.925], [-1.096, 0.676, 5.919], [-0.540, 3.642, 3.757], [0.618, 2.774, 4.692], [-0.861, 3.155, 5.454], [0.508, -0.947, 2.907], [-0.805, -0.234, 2.183], [-4.929, -0.202, 2.784], [-5.798, -1.437, 2.986], [-5.855, -2.433, 1.818], [-6.426, -1.999, 0.546], [-7.842, -1.679, 0.629], [-5.402, -2.328, 4.105], [-4.694, 0.192, 3.784], [-5.396, 0.585, 2.179], [-3.909, -0.380, 2.412], [-6.844, -1.084, 3.159], [-6.528, -3.249, 2.222], [-4.824, -2.961, 1.680], [-8.425, -2.550, 0.855], [-8.253, -1.385, -0.320], [-8.014, -0.889, 1.407], [-4.549, -2.854, 3.899], [-5.359, -1.888, 5.035], [-2.322, -3.349, -0.002], [-1.909, -4.237, 1.079], [-0.473, -4.667, 1.130], [-0.347, -5.463, 0.015], [0.986, -5.953, -0.105], [-2.423, -3.740, 2.388], [-1.999, -3.801, -0.908], [-1.774, -2.331, -0.099], [-3.443, -3.195, 0.005], [-2.374, -5.189, 0.921], [-0.184, -5.126, 2.069], [0.218, -3.748, 1.122], [1.351, -6.393, 0.877], [1.677, -5.182, -0.418], [1.019, -6.792, -0.880], [-1.905, -2.914, 2.700], [-2.308, -4.432, 3.085], [5.632, -0.364, 4.174], [4.820, -0.727, 5.392], [3.371, -0.179, 5.136], [3.223, 1.234, 5.176], [3.378, 1.764, 6.508], [4.766, -2.161, 5.645], [6.678, -0.661, 4.282], [5.475, 0.755, 4.013], [5.417, -0.861, 3.225], [5.197, -0.281, 6.363], [2.703, -0.626, 5.855], [2.995, -0.498, 4.149], [4.226, 1.348, 7.009], [2.519, 1.625, 7.181], [3.516, 2.860, 6.310], [5.688, -2.550, 5.858], [4.260, -2.198, 6.510], [0.571, 5.865, 1.760], [-0.391, 5.107, 0.896], [-1.107, 6.009, -0.136], [-1.800, 7.098, 0.486], [-2.544, 7.804, -0.413], [0.280, 4.033, 0.137], [1.382, 6.237, 1.132], [1.039, 5.189, 2.479], [0.092, 6.659, 2.308], [-1.108, 4.690, 1.562], [-1.806, 5.496, -0.721], [-0.417, 6.440, -0.859], [-3.203, 7.198, -0.990], [-1.883, 8.298, -1.176], [-3.107, 8.615, 0.140], [0.085, 3.122, 0.542], [1.290, 3.967, 0.164]], "lowdin_charge": [-0.117, -0.267, -0.109, -0.213, -0.034, -0.179, -0.220, -0.196, -0.123, 0.082, 0.097, 0.077, 0.081, 0.122, 0.076, 0.096, 0.105, 0.091, 0.108, 0.096, 0.146, 0.107, 0.078, 0.067, -0.185, -0.192, -0.213, -0.254, -0.060, -0.167, -0.189, -0.247, -0.122, 0.097, 0.100, 0.096, 0.099, 0.138, 0.126, 0.105, 0.056, 0.090, 0.090, 0.132, 0.124, 0.088, 0.081, 0.090, -0.093, -0.212, -0.218, -0.173, -0.040, -0.193, -0.187, -0.190, -0.095, 0.087, 0.088, 0.077, 0.105, 0.120, 0.116, 0.084, 0.090, 0.095, 0.082, 0.105, 0.085, 0.065, 0.071, 0.062, -0.143, -0.197, -0.190, -0.215, -0.030, -0.161, -0.178, -0.245, -0.135, 0.094, 0.084, 0.085, 0.125, 0.105, 0.089, 0.131, 0.096, 0.111, 0.109, 0.157, 0.108, 0.103, 0.091, 0.075, -0.113, -0.205, -0.199, -0.232, -0.037, -0.211, -0.251, -0.160, -0.115, 0.081, 0.054, 0.091, 0.140, 0.110, 0.133, 0.085, 0.129, 0.134, 0.088, 0.088, 0.116, 0.093, 0.094, 0.072, -0.047, -0.437, -0.229, -0.215, -0.071, 0.039, 0.070, 0.082, 0.047, 0.119, 0.132, 0.108, 0.119, 0.033, 0.086, 0.070, 0.076, -0.066, -0.425, -0.161, -0.203, -0.091, 0.064, 0.063, 0.097, 0.037, 0.131, 0.127, 0.138, 0.081, 0.069, 0.071, 0.085, 0.045, -0.062, -0.434, -0.191, -0.222, -0.098, 0.022, 0.073, 0.073, 0.065, 0.128, 0.124, 0.118, 0.072, 0.072, 0.094, 0.052, 0.076, -0.052, -0.431, -0.243, -0.192, -0.104, 0.074, 0.037, 0.104, 0.093, 0.136, 0.104, 0.135, 0.102, 0.069, 0.110, 0.035, 0.050, -0.053, -0.406, -0.207, -0.233, -0.076, 0.036, 0.083, 0.111, 0.048, 0.138, 0.108, 0.112, 0.059, 0.090, 0.110, 0.103, 0.078, -0.061, -0.405, -0.166, -0.179, -0.163, 0.084, 0.086, 0.071, 0.077, 0.111, 0.074, 0.126, 0.038, 0.102, 0.117, 0.051, 0.060]}